DFT (wB97M-V/def2-TZVPD) results for C25H46BrN4O6PV as an isolated structure in a non-equilibrium geometry.

Summary:
HOMO energy (spin up / spin down)	-14.091 / -14.091	eV
multiplicity	2
maximum force	4.91	eV/Å
expectation value of S²	0.756
relative energy (zero: lowest compared OMol25 entry of this formula, charge and spin)	79.7	kJ/mol
net charge	+2

Geometry as XYZ:
```
84
Properties=species:S:1:pos:R:3:forces:R:3
V -0.262344 -0.546564 0.076778 -0.4 0.0 0.6
C -2.573053 -1.544201 -1.847098 0.3 0.1 0.1
C -1.464301 -2.609235 -1.870775 -0.4 0.2 -0.1
N -0.260468 -2.287838 -1.043507 0.4 0.0 -0.4
C 0.179412 -3.375306 -0.138166 0.1 -0.1 0.3
C 1.327940 -2.948328 0.806934 -0.1 -0.2 -0.2
N 1.243375 -1.525129 1.243696 0.0 0.2 -0.2
C 1.357553 -1.176022 2.688618 -0.3 0.2 0.3
C 0.330630 -0.140106 3.186572 0.1 0.0 -0.3
C 0.334861 1.235158 2.501352 0.1 -0.2 0.3
N -0.289838 1.267667 1.144401 0.1 0.1 0.0
C -1.685311 1.769588 1.066867 -0.2 0.0 0.0
C -2.303669 1.502171 -0.336658 0.0 0.1 0.2
N -1.441504 0.613611 -1.163951 -0.1 0.1 -0.3
C -2.130273 -0.138684 -2.257985 -0.3 -0.3 -0.1
H -3.056982 -1.500584 -0.875297 -0.1 0.0 0.0
H -3.338346 -1.877364 -2.549406 0.0 0.0 0.0
H -1.146758 -2.752711 -2.904670 0.1 -0.1 0.0
H -1.890407 -3.551339 -1.525421 0.1 0.0 0.0
H 0.510526 -2.103123 -1.684956 0.1 -0.3 -0.1
H 0.524084 -4.237898 -0.713418 -0.1 0.0 0.0
H -0.690836 -3.684093 0.437983 -0.1 0.0 0.0
H 2.276980 -3.095153 0.293944 0.0 0.1 0.0
H 1.328966 -3.611511 1.671837 0.0 0.0 0.0
H 1.997458 -1.045482 0.770530 0.3 -0.1 0.1
H 2.360402 -0.791801 2.884545 0.0 -0.1 -0.1
H 1.239518 -2.073763 3.295071 0.0 -0.1 -0.1
H 0.558728 0.026575 4.240764 0.0 0.0 0.0
H -0.667922 -0.565066 3.154132 -0.1 0.0 0.2
H 1.368246 1.574384 2.403821 0.0 0.1 -0.1
H -0.179388 1.944032 3.152332 0.0 0.1 -0.1
H 0.277806 1.886565 0.572926 0.0 0.0 0.0
H -1.718800 2.834166 1.303179 0.0 0.0 0.0
H -2.279156 1.254805 1.818994 0.1 0.0 0.1
H -2.476473 2.440165 -0.865216 0.0 0.0 -0.1
H -3.259465 1.007102 -0.196166 0.0 0.0 0.0
H -0.744199 1.186016 -1.637414 -0.1 0.0 -0.1
H -1.428908 -0.199381 -3.090163 0.0 0.1 0.0
H -3.001061 0.429148 -2.589487 0.1 0.1 0.0
Br -5.348867 -1.439556 3.606059 0.3 -0.1 -0.1
C -3.736390 -2.421493 3.711295 0.0 0.3 -0.3
C -3.634681 -3.307642 4.775096 0.0 0.0 0.0
C -2.481186 -4.043215 4.977455 0.0 0.0 0.0
C -1.399817 -3.898660 4.119177 0.1 -0.1 0.0
C -1.491399 -3.017290 3.065489 -0.2 0.0 0.0
C -2.650197 -2.266973 2.823013 0.3 -0.1 0.0
C -2.670996 -1.371003 1.643230 -1.6 -0.1 0.5
O -3.645454 -0.816147 1.212121 0.4 -0.1 0.0
O -1.483026 -1.164402 0.989013 -3.3 -1.6 2.5
H -4.467951 -3.413381 5.455447 0.0 0.0 0.0
H -2.424896 -4.724745 5.815429 0.0 0.0 0.0
H -0.498924 -4.476513 4.277143 0.0 0.0 0.0
H -0.656967 -2.893134 2.394943 0.0 0.0 0.0
C 4.072955 -3.142683 -2.385639 -0.1 0.2 0.1
C 3.107721 -2.190726 -3.072837 0.3 -0.4 -0.4
C 2.004876 -2.929069 -3.819093 0.0 0.2 0.1
C 3.865109 -1.260390 -4.010006 -0.2 0.2 0.2
O 2.448515 -1.441994 -1.962249 -0.1 0.3 0.0
P 1.898321 0.040719 -2.076425 0.8 -0.2 -0.8
O 0.984633 0.331571 -3.189187 0.2 0.1 0.0
O 1.050565 0.071022 -0.735065 4.0 1.8 -2.2
O 3.166378 0.911628 -1.822670 -0.4 -0.1 0.0
C 3.326940 2.358511 -2.106209 0.1 0.6 -0.1
C 3.614092 2.530264 -3.588826 -0.1 -0.2 0.1
C 2.066796 3.115159 -1.695537 0.0 -0.3 0.0
C 4.515734 2.780592 -1.258208 -0.1 -0.2 0.0
H 4.519211 -3.801641 -3.128870 0.0 0.0 0.0
H 3.563207 -3.760513 -1.644123 0.0 0.0 0.0
H 4.867269 -2.581092 -1.893884 0.0 0.0 0.0
H 2.423823 -3.438371 -4.685470 0.0 0.0 0.0
H 1.259191 -2.214648 -4.175362 0.0 0.0 0.0
H 1.529720 -3.679891 -3.181800 0.0 0.0 0.0
H 4.430166 -1.863442 -4.718346 0.0 0.0 0.0
H 4.565384 -0.638172 -3.455068 0.1 0.0 0.0
H 3.181565 -0.620229 -4.570885 0.0 0.0 0.0
H 2.791747 2.136770 -4.187892 0.0 0.0 0.0
H 4.532454 2.010222 -3.860597 0.0 0.0 0.0
H 3.738928 3.588014 -3.815897 0.0 0.0 0.0
H 1.222380 2.810454 -2.316666 -0.1 0.1 0.0
H 2.219111 4.184679 -1.826995 0.0 0.0 0.0
H 1.848465 2.927535 -0.639303 0.0 0.1 0.0
H 5.372412 2.143161 -1.475225 0.0 0.0 0.0
H 4.284143 2.703641 -0.194875 0.0 0.0 0.0
H 4.786215 3.810301 -1.486723 0.0 0.0 0.0
```
Forces are in eV/Å.

---

DFT (wB97M-V/def2-TZVPD) results for C25H46MnN6O2SSi as an isolated structure in a non-equilibrium geometry.

Summary:
HOMO energy (spin up / spin down)	-13.687 / -13.667	eV
multiplicity	4
maximum force	1.67	eV/Å
expectation value of S²	4.159
relative energy (zero: lowest compared OMol25 entry of this formula, charge and spin)	101.6	kJ/mol
net charge	+2

Geometry as XYZ:
```
82
Properties=species:S:1:pos:R:3:forces:R:3
Mn -0.063119 -0.441479 0.996499 -0.3 1.4 -0.9
N 0.142743 2.898765 3.084514 0.0 0.1 0.1
C -0.829175 3.056195 2.176329 -0.1 0.2 0.3
S -0.757585 2.169123 0.728418 -0.3 -0.1 -0.5
N -1.778547 3.952452 2.461577 0.2 -0.1 0.0
C -3.047766 4.175028 1.826904 -0.3 -0.1 -0.1
C -3.190998 4.406001 0.465786 0.1 0.0 0.1
C -4.461802 4.585398 -0.062666 0.0 0.0 0.0
C -5.578260 4.550491 0.758242 0.0 0.0 0.0
C -5.424409 4.367680 2.124785 0.0 0.0 0.0
C -4.161351 4.185972 2.661140 0.1 -0.1 0.0
H 0.849070 2.203093 2.926431 0.1 0.0 -0.1
H 0.160345 3.411138 3.952743 0.0 0.0 0.0
H -1.713136 4.381955 3.374640 0.0 0.1 0.0
H -2.326284 4.482443 -0.172455 0.1 -0.1 0.0
H -4.572998 4.774755 -1.122128 0.0 0.0 0.0
H -6.565382 4.690545 0.338391 0.0 0.0 0.0
H -6.288838 4.371293 2.774870 0.0 0.0 0.0
H -4.033671 4.045354 3.728589 0.0 0.0 0.0
C 4.313044 1.460810 -0.179151 0.0 0.0 0.1
C 3.565631 0.753857 0.952289 0.2 0.0 -0.2
C 4.001918 -0.704383 1.065957 -0.1 0.1 0.0
C 3.808546 1.465476 2.280839 -0.1 0.0 -0.1
N 2.093006 0.847027 0.743979 0.2 0.1 0.7
N 1.514144 0.104990 -0.352794 -0.2 -0.1 0.4
H 5.388908 1.374114 -0.028867 0.0 0.0 0.0
H 4.061957 2.523192 -0.205862 0.0 0.0 0.0
H 4.078988 1.020828 -1.151699 0.0 0.0 0.0
H 4.992320 -0.745745 1.517526 0.0 0.0 0.0
H 4.075363 -1.199747 0.095922 0.0 0.0 0.0
H 3.316066 -1.264109 1.701172 0.0 0.0 0.0
H 4.873411 1.469666 2.507179 0.0 0.0 0.0
H 3.291554 0.945135 3.090329 0.0 0.0 0.0
H 3.473392 2.505734 2.243990 0.0 0.0 0.0
H 1.842679 1.824140 0.639170 -0.2 0.0 -0.2
H 2.194766 -0.582748 -0.676842 -0.1 -0.2 0.1
H 1.300098 0.710246 -1.142458 0.0 0.0 0.0
C -4.678692 -1.964953 0.342277 0.1 0.1 0.1
C -3.917213 -1.029840 1.284686 -0.3 0.0 0.0
C -4.387180 0.407438 1.103822 0.1 0.0 0.1
C -4.097885 -1.465123 2.734879 0.1 0.0 -0.1
N -2.448918 -1.131490 1.019654 0.1 -0.1 0.3
N -1.947970 -0.499462 -0.162872 0.0 -0.2 -0.2
H -5.752085 -1.845224 0.486473 0.0 0.0 0.0
H -4.429538 -3.010041 0.541369 0.0 0.0 0.0
H -4.465408 -1.746755 -0.707575 0.0 0.0 0.0
H -5.401225 0.500382 1.489331 0.0 0.0 0.0
H -4.418216 0.706813 0.054263 0.0 0.0 0.0
H -3.753626 1.105087 1.656279 0.0 0.0 0.0
H -5.154161 -1.456459 2.999536 0.0 0.0 0.0
H -3.561871 -0.788335 3.401222 0.0 0.0 0.0
H -3.719782 -2.478628 2.890587 0.0 0.0 0.0
H -2.247153 -2.124525 0.946235 0.1 0.0 -0.1
H -2.284196 0.461020 -0.146197 0.0 0.0 0.0
H -2.300315 -0.926160 -1.019408 0.1 -0.1 0.0
C 1.283575 -1.229031 4.933530 -0.1 0.1 0.3
O 1.502991 -1.368041 3.498946 0.1 -0.1 -0.3
C 0.619995 -0.862180 2.717654 0.2 -0.5 0.8
O -0.398526 -0.242081 3.006376 0.2 -0.1 -0.1
H 2.086232 -1.778670 5.409557 0.0 0.0 -0.1
H 0.314747 -1.645654 5.199104 0.0 0.0 -0.1
H 1.321989 -0.176905 5.208131 0.0 0.0 -0.1
C -0.030432 -3.903583 1.907960 0.2 0.3 -0.2
Si 0.385638 -2.833693 0.402713 -0.1 -1.2 -0.5
C -0.812459 -3.245092 -1.022833 0.1 0.3 0.3
C 2.093038 -3.160801 -0.315130 -0.4 0.2 0.3
C 2.381932 -2.760132 -1.625644 0.0 0.0 0.0
C 3.584017 -3.102709 -2.223853 0.0 0.1 -0.1
C 4.514708 -3.860655 -1.523623 0.0 0.0 0.0
C 4.234967 -4.275950 -0.229420 0.1 0.0 0.1
C 3.037073 -3.922619 0.374132 0.0 0.1 0.0
H -0.335059 -4.894429 1.565050 0.0 0.0 -0.1
H -0.841972 -3.490274 2.511019 0.0 0.0 0.0
H 0.837575 -4.027265 2.557452 0.0 0.0 0.0
H -0.432041 -4.154266 -1.493541 0.0 0.0 0.1
H -0.837867 -2.473438 -1.793330 0.0 0.0 0.0
H -1.834270 -3.454672 -0.699133 0.0 0.0 0.0
H 1.645136 -2.205241 -2.201047 0.0 0.0 0.0
H 3.792003 -2.791303 -3.239365 0.0 0.0 0.0
H 5.452179 -4.131471 -1.990166 0.0 0.0 0.0
H 4.951789 -4.879613 0.311728 0.0 0.0 0.0
H 2.834447 -4.250963 1.386883 0.0 0.0 0.0
```
Forces are in eV/Å.

---

DFT (wB97M-V/def2-TZVPD) results for C25H46N7NaP2S2 as an isolated structure in a non-equilibrium geometry.

Summary:
HOMO energy	-6.574	eV
maximum force	2.34	eV/Å
relative energy (zero: lowest compared OMol25 entry of this formula, charge and spin)	44.1	kJ/mol

Geometry as XYZ:
```
83
Properties=species:S:1:pos:R:3:forces:R:3
Na -0.115013 0.659724 -0.702287 0.4 -0.7 0.2
C -0.755915 -3.897456 -4.228096 0.2 -0.7 -0.7
S 0.886228 -4.218445 -3.594969 0.8 -0.3 0.1
C 1.039743 -2.745501 -2.584440 -0.9 -0.3 0.9
S 0.036146 -2.617420 -1.218877 -0.1 0.0 0.2
N 1.926085 -1.896476 -2.988901 0.2 1.3 -1.2
N 1.741113 -0.632361 -2.507124 1.5 0.7 0.6
C 2.746014 0.175466 -2.704254 -0.9 -2.1 -0.4
C 2.816571 1.489932 -2.146353 -0.1 0.9 0.1
C 4.028284 2.168959 -2.288031 0.0 0.4 0.1
C 4.099566 3.493896 -1.873154 0.6 -0.6 0.4
C 3.020680 4.046334 -1.213759 -1.3 -0.2 -0.1
C 1.824371 3.315900 -1.151683 1.3 -0.6 0.0
N 1.741776 2.046895 -1.558736 -0.3 0.5 -0.2
H -1.155145 -4.880497 -4.483455 -0.2 0.0 0.2
H -0.686444 -3.352207 -5.171403 -0.2 0.4 0.3
H -1.348754 -3.434964 -3.455449 -0.3 0.2 0.1
H 3.588271 -0.133757 -3.331959 0.0 -0.2 0.3
H 4.895302 1.622463 -2.665883 -0.3 0.4 -0.2
H 5.021023 4.048508 -1.999554 0.0 0.0 0.1
H 3.029005 4.990476 -0.702213 0.2 0.5 -0.3
H 0.933705 3.744520 -0.718449 -0.1 0.0 0.2
C -4.510596 -1.368995 0.057288 0.5 0.0 -0.3
N -3.597719 -0.248009 -0.281289 -0.6 0.1 -0.2
C -3.547500 0.770221 0.764005 0.0 0.1 0.5
C -4.003290 0.311374 -1.583134 0.2 0.6 -0.3
C -3.127758 1.472594 -2.150149 0.6 -0.3 0.5
N -1.700630 1.099831 -2.365954 -0.4 0.2 -0.4
C -1.620568 -0.233033 -2.955648 -0.9 -0.9 0.0
C -1.016830 2.092110 -3.235454 -0.1 0.0 0.0
H -5.561389 -1.056910 0.255125 0.4 0.0 -0.2
H -4.153404 -1.943158 0.929214 0.0 0.4 -0.3
H -4.492361 -2.063605 -0.802525 -0.2 0.3 0.4
H -2.645701 1.416272 0.660939 -0.7 -0.5 0.0
H -3.456804 0.264527 1.744435 0.1 0.3 -0.5
H -4.466584 1.422863 0.827957 0.6 -0.4 -0.2
H -5.037864 0.702324 -1.530948 0.1 0.0 0.0
H -4.006420 -0.485577 -2.344083 -0.1 0.2 0.5
H -3.155186 2.349057 -1.488597 0.0 -0.1 0.0
H -3.551143 1.828661 -3.102517 -0.2 -0.3 0.0
H -2.259719 -0.293688 -3.873249 0.5 0.0 0.3
H -1.993279 -1.022597 -2.239289 0.6 1.0 -0.7
H -0.579178 -0.458990 -3.179106 -0.1 -0.1 -0.1
H -1.535413 2.271683 -4.220007 0.3 -0.4 0.7
H 0.053629 1.811467 -3.415186 -1.1 0.1 0.2
H -1.037090 3.044965 -2.697294 0.2 0.1 -0.1
C -1.838840 -1.187632 3.887805 -0.4 -0.3 -0.3
P -0.996424 -1.914515 2.400226 1.1 0.5 0.6
C -1.845802 -3.528619 2.355856 -0.5 -0.1 -0.7
C 0.689776 -2.289886 3.257853 -1.1 0.3 -0.3
C 1.665402 -3.083756 2.382345 0.1 -0.4 -0.1
P 2.729505 -1.942330 1.372214 -0.2 0.0 -0.1
C 3.997967 -1.359891 2.606423 -0.9 -0.2 -0.4
C 3.744705 -3.182603 0.469867 0.2 0.3 0.1
H -2.879610 -0.923401 3.633691 0.3 -0.1 0.0
H -1.342979 -0.264529 4.170740 0.1 0.1 0.2
H -1.877588 -1.899973 4.720354 0.1 0.2 0.0
H -2.840363 -3.390846 2.798171 0.2 -0.2 0.0
H -1.316309 -4.342672 2.821761 0.2 -0.2 0.5
H -1.989589 -3.824587 1.310061 0.0 0.1 0.1
H 0.521602 -2.706188 4.262402 0.0 -0.2 -0.3
H 1.068752 -1.278811 3.417316 0.1 0.1 0.2
H 1.110776 -3.743111 1.671801 0.5 0.4 0.4
H 2.336620 -3.721306 2.987681 -0.4 0.1 -0.2
H 4.329871 -2.116447 3.295850 0.3 -0.5 0.2
H 3.533467 -0.568989 3.187015 0.2 0.3 0.1
H 4.827364 -0.990685 2.015108 0.2 0.3 0.1
H 4.541706 -3.594512 1.106385 -0.2 0.0 -0.3
H 4.157805 -2.706884 -0.416738 0.3 0.1 0.0
H 3.114307 -3.966885 0.084064 -0.3 -0.4 0.0
N -1.652514 3.775612 1.560540 -0.2 0.0 -0.1
C -0.397898 3.357362 1.939597 0.2 0.6 0.0
C 0.330348 4.221337 2.803409 -0.1 -0.3 0.0
C 1.607493 3.886188 3.177822 -0.2 -1.4 -0.6
C 2.144295 2.632096 2.742102 -0.6 0.6 0.1
C 1.345820 1.878112 1.902894 -0.3 0.1 -0.1
N 0.090761 2.213933 1.464172 0.8 0.2 0.4
H -1.963641 4.714352 1.778421 0.3 -0.4 0.0
H -2.097005 3.352333 0.764570 0.1 -0.1 0.1
H -0.175077 5.107832 3.186753 0.3 -0.1 -0.2
H 2.165930 4.550774 3.794665 0.4 0.3 0.4
H 3.108129 2.222460 3.075160 -0.5 0.5 -0.3
H 1.741425 0.939292 1.526141 -0.2 -0.1 0.0
```
Forces are in eV/Å.

---

What is the relative energy (zero: lowest compared OMol25 entry of this formula, charge and spin) in the third record? 44.1 kJ/mol